No. 1
Formula: C33H23BrCoN4O3S2
Source: the Open Molecules 2025 dataset
Level of theory: wB97M-V/def2-TZVPD

## Properties
Multiplicity   1
Total charge   +1
Lowest unoccupied orbital energy (spin up / spin down)   -3.99 / -3.99 eV
Orbital gap (spin up / spin down)   6.46 / 6.46 eV

The geometry in XYZ format:
```
67
Properties=species:S:1:pos:R:3:forces:R:3:lowdin_charge:R:1
Br 1.000 2.878 0.966 0.0 0.0 0.0 0.934
Co -0.532 -0.349 -0.180 0.0 0.0 0.2 0.573
S 0.705 -3.960 -2.313 0.0 0.0 0.0 1.182
S -2.843 -0.813 2.036 0.0 0.0 0.0 0.639
O -3.492 4.949 -0.255 0.0 0.0 0.0 0.123
O -2.997 -1.301 3.378 -0.1 0.1 0.0 -0.288
O -3.541 0.395 1.658 0.2 -0.3 0.0 -0.281
N -1.270 -0.701 1.650 -0.1 0.1 0.0 -0.176
N 1.122 -0.232 0.686 -0.1 0.0 -0.1 0.009
N -1.219 1.516 -0.080 0.0 0.0 0.2 -0.030
N -0.112 -2.229 -0.605 0.0 0.0 0.0 0.036
C 2.291 -0.097 0.094 0.0 0.0 0.1 -0.104
C -3.302 2.582 -0.645 0.0 -0.1 0.2 0.043
C 2.047 -0.235 4.252 0.0 0.0 0.0 -0.029
C -0.273 -0.521 2.606 0.2 0.1 0.1 -0.246
C 0.801 -0.388 4.785 0.0 0.0 0.0 -0.044
C -0.351 -0.532 3.987 -0.1 0.0 0.0 0.008
C -3.235 -2.094 -0.406 0.0 0.0 -0.1 -0.087
C -0.334 -4.984 1.901 0.0 0.0 0.0 -0.047
C 0.093 -6.039 1.089 0.0 0.0 0.0 -0.063
C -4.195 -3.116 1.543 0.1 -0.1 0.1 -0.043
C 0.194 1.197 -2.663 0.0 0.1 0.0 -0.070
C 0.820 0.029 -4.689 0.0 0.0 0.0 -0.058
C 0.728 -1.181 -4.021 0.0 0.0 0.0 -0.027
C -4.718 -4.124 0.744 0.0 0.0 0.0 -0.049
C 0.282 -2.372 -1.849 0.0 0.0 0.0 -0.512
C -2.803 3.807 -0.214 -0.1 0.0 -0.1 -0.285
C 3.418 -0.038 2.193 0.0 0.0 0.0 0.021
C -3.440 -2.108 0.967 0.0 0.1 -0.1 -0.266
C 0.561 1.210 -4.006 0.0 0.0 0.0 -0.053
C -1.502 3.860 0.273 0.0 0.2 0.1 -0.026
C 2.180 -0.198 2.848 0.0 0.0 0.0 -0.155
C -0.757 2.707 0.321 0.0 -0.2 0.0 -0.671
C -0.427 -3.694 1.423 0.0 0.0 0.0 0.004
C 1.025 -0.320 2.048 0.0 -0.1 0.0 -0.164
C 0.437 -5.813 -0.227 0.0 0.0 0.0 -0.075
C -4.491 -4.123 -0.624 0.0 0.0 0.0 -0.060
C 3.478 -0.004 0.828 0.0 0.0 0.0 -0.025
C 0.345 -4.511 -0.707 0.0 0.0 0.0 -0.442
C -3.749 -3.102 -1.203 0.0 0.0 0.0 -0.058
C 0.088 -0.003 -1.971 -0.2 -0.1 -0.1 -0.134
C -0.079 -3.445 0.094 -0.1 0.0 -0.1 -0.240
C 0.372 -1.180 -2.677 0.0 0.0 0.0 -0.239
C -2.485 1.486 -0.529 0.2 0.3 -0.6 -0.121
H -2.673 -1.304 -0.896 0.0 0.0 0.0 0.073
H -4.351 -3.115 2.614 0.0 0.0 0.0 0.117
H 4.414 0.109 0.301 0.0 0.0 0.0 0.118
H 2.294 -0.030 -0.983 0.0 0.0 0.0 0.122
H -0.604 -5.181 2.930 0.0 0.0 0.0 0.116
H 0.001 2.145 -2.176 0.0 0.0 0.0 0.094
H -4.313 2.466 -1.008 0.0 0.0 -0.1 0.137
H 0.675 -0.407 5.859 0.0 0.0 0.0 0.117
H 1.097 0.053 -5.734 0.0 0.0 0.0 0.113
H 0.155 -7.040 1.494 0.0 0.0 0.0 0.113
H 4.317 0.054 2.790 0.0 0.0 0.0 0.131
H 0.766 -6.620 -0.868 0.0 0.0 0.0 0.116
H 2.925 -0.136 4.875 0.0 0.0 0.0 0.119
H 0.931 -2.111 -4.540 0.0 0.0 0.0 0.109
H -1.302 -0.660 4.474 0.0 0.0 0.0 0.097
H 0.640 2.157 -4.526 0.0 0.0 0.0 0.113
H -0.771 -2.898 2.061 0.0 0.0 0.0 0.091
H -1.088 4.797 0.612 0.0 0.0 0.0 0.123
H -4.897 -4.912 -1.242 0.0 0.0 0.0 0.111
H -4.392 4.807 -0.573 0.0 0.0 0.0 0.132
H -3.576 -3.088 -2.272 0.0 0.0 0.0 0.114
H -5.302 -4.914 1.197 0.0 0.0 0.0 0.114
H -2.828 0.540 -0.926 -0.1 0.0 0.2 0.106
```
Forces are in eV/Å.

No. 2
Formula: C43H66F22N3O23PS2
Source: the Open Molecules 2025 dataset
Level of theory: wB97M-V/def2-TZVPD

## Properties
Multiplicity   1
SMILES   COCCCCC[C@]1(P(O)(O)=S)[C@@H](O)[C@@](CCN)(CON=O)OS(=O)(=O)[C@@]1(N)CCF.CCOC(=O)C(F)(F)F.CCOC(=O)C(F)(F)F.CCOC(=O)C(F)(F)F.CCOC(=O)C(F)(F)F.CCOC(=O)C(F)(F)F.CCOC(=O)C(F)(F)F.CCOC(=O)C(F)(F)F
Lowest unoccupied orbital energy   -0.05 eV
Orbital gap   8.82 eV

The geometry in XYZ format:
```
160
Properties=species:S:1:pos:R:3:forces:R:3:lowdin_charge:R:1
S -0.662 -1.545 -0.582 0.5 0.5 0.2 0.324
S 1.387 2.509 1.983 -3.7 5.3 1.0 0.796
P 0.723 -0.164 -0.806 -2.0 -1.6 -1.4 0.430
F 10.935 5.360 -2.388 -0.1 0.3 -0.3 0.174
F 5.984 0.409 -2.910 0.2 0.1 -0.2 0.176
F -9.475 4.451 1.930 -0.2 -0.2 -0.2 0.170
F -6.560 -2.300 -1.725 0.2 0.1 0.3 0.159
F -1.982 1.708 3.318 0.6 -0.3 -0.4 -0.078
F -2.587 -5.913 -8.904 0.2 0.3 0.1 0.171
F -8.718 6.252 1.031 -0.1 0.1 -0.4 0.173
F -3.863 -6.675 -7.359 -0.1 0.2 0.3 0.166
F 6.305 -1.572 -2.161 0.2 -0.2 0.0 0.170
F -7.710 -9.731 0.578 -0.3 0.2 0.0 0.173
F -6.464 3.972 9.636 -0.1 0.1 -0.3 0.168
F 11.090 3.241 -2.691 -0.1 0.1 -0.4 0.156
F -1.862 -7.436 -7.576 0.3 0.0 0.3 0.167
F -5.501 -2.304 -3.591 0.3 0.2 0.0 0.161
F -7.216 -1.045 -3.340 0.0 0.4 0.0 0.167
F -7.067 -9.800 -1.468 -0.2 0.1 -0.3 0.169
F -5.980 -8.622 -0.034 0.0 0.3 0.0 0.166
F -7.371 4.675 1.584 0.2 -0.2 -0.3 0.170
F -5.262 2.217 9.964 0.1 -0.2 -0.2 0.165
F -4.481 4.158 10.435 0.2 0.1 -0.3 0.172
F 6.866 0.137 -0.973 0.6 -0.1 -0.6 0.122
F 9.432 4.045 -1.596 -0.4 0.0 -0.1 0.164
O -5.286 2.757 7.322 -0.2 0.1 0.5 0.030
O -7.459 -6.962 -1.560 0.2 -0.5 0.1 0.033
O 1.581 -0.727 -2.162 -0.6 1.4 2.0 -0.220
O -7.838 3.861 -0.972 0.5 0.0 0.2 0.164
O 2.990 2.791 1.907 -2.2 -1.3 0.0 -0.162
O 3.523 -2.938 5.824 -0.8 0.7 -0.1 -0.203
O 8.473 0.044 -3.956 -0.6 0.2 -0.2 0.183
O 8.436 5.252 -3.794 0.4 -0.1 0.4 0.032
O -5.929 0.497 -1.525 -0.3 -0.5 -0.1 0.033
O 0.928 3.112 3.272 2.0 -2.5 -1.9 -0.278
O -10.002 4.375 -0.714 0.2 0.3 0.4 0.037
O -0.100 1.250 -1.112 2.0 -1.3 0.1 -0.219
O 2.765 1.565 -0.980 -0.3 -0.2 0.5 -0.064
O -2.325 -5.604 -5.420 -0.1 -0.4 -0.5 0.032
O 9.703 3.820 -4.963 0.5 -0.3 0.1 0.176
O -4.043 -0.362 -2.376 0.2 -0.5 -0.3 0.163
O 3.490 5.059 -1.788 1.1 -0.6 -0.1 0.061
O -3.825 4.388 7.802 0.1 0.3 0.4 0.174
O 9.106 -0.936 -2.043 -0.7 0.0 0.1 0.036
O 4.019 4.009 -0.072 0.4 -1.7 0.1 -0.078
O 0.623 3.201 0.905 2.7 -2.6 1.0 -0.267
O -9.206 -7.646 -0.334 -0.1 -0.4 0.3 0.173
O -1.515 -4.261 -7.022 0.1 0.0 -0.5 0.172
N 6.727 -0.469 2.308 -0.5 0.3 -0.3 0.010
N 4.261 4.246 -1.399 -1.4 1.2 -0.7 -0.041
N 1.844 0.206 3.191 0.6 0.8 -0.9 0.085
C -4.873 2.795 5.943 0.3 -0.2 -0.6 -0.190
C -2.082 -5.255 -6.683 0.2 0.5 1.2 -0.398
C 3.793 1.840 1.186 2.9 0.1 -0.3 -0.357
C 4.727 2.787 0.301 0.7 0.6 1.0 -0.081
C 7.626 5.485 -4.960 -0.6 0.1 -0.6 -0.194
C 3.520 -1.719 6.544 0.7 0.8 0.8 -0.132
C -8.094 -7.798 -0.738 -0.3 1.0 -0.6 -0.396
C -10.282 2.334 -2.023 0.2 -0.1 0.3 -0.057
C 3.097 0.840 0.221 0.3 0.0 -0.4 -0.246
C 10.228 4.256 -2.652 0.6 -0.1 1.1 -0.544
C -0.985 0.747 3.514 -0.1 -0.2 -0.2 -0.173
C 8.225 -0.369 -2.865 1.3 -0.3 0.0 -0.396
C -8.266 -4.768 -0.860 0.0 -0.2 0.4 -0.067
C 6.681 4.328 -5.214 0.1 -0.3 0.2 -0.055
C -2.604 -6.323 -7.638 -0.5 -0.8 -0.8 -0.552
C -3.533 2.117 5.744 0.1 0.0 0.2 -0.062
C 2.190 -1.541 1.052 0.1 -0.1 -0.2 -0.181
C 1.165 0.690 1.956 -0.1 -1.4 1.2 -0.433
C 6.153 0.730 1.630 -0.6 -0.7 -0.3 -0.256
C 2.725 -3.408 3.569 0.8 0.0 1.0 -0.149
C -8.732 4.312 -0.321 -0.7 -0.3 -1.0 -0.388
C -2.749 -3.467 -4.319 -0.1 0.0 -0.3 -0.058
C -4.669 3.614 8.136 0.0 -0.3 -1.2 -0.399
C -5.175 1.588 -0.961 0.3 0.7 0.3 -0.189
C -5.223 -0.402 -2.207 0.3 1.1 0.7 -0.395
C -8.571 4.924 1.066 0.1 0.4 1.2 -0.551
C 3.609 -1.933 1.557 0.2 -1.0 1.0 -0.161
C 3.726 -2.290 3.096 0.6 -0.6 -0.9 -0.204
C -6.127 -1.515 -2.721 -0.7 -0.8 -0.5 -0.538
C -8.203 -5.801 -1.967 -0.3 0.7 -0.2 -0.192
C 9.440 4.390 -3.949 -0.9 0.5 -0.8 -0.396
C 11.144 0.317 -2.489 -0.3 0.2 0.0 -0.063
C 10.450 -1.028 -2.548 0.9 0.0 -0.1 -0.188
C -7.208 -8.994 -0.409 0.7 -0.9 0.4 -0.552
C -4.791 2.597 -2.024 0.0 -0.2 -0.4 -0.058
C -5.218 3.489 9.552 -0.3 -0.1 1.2 -0.551
C -1.855 -4.686 -4.416 0.1 0.6 0.6 -0.190
C 4.786 1.208 2.240 0.3 0.2 0.4 -0.088
C 2.315 -3.093 5.044 0.2 -0.4 -0.2 -0.211
C -0.359 0.346 2.139 0.0 0.1 -0.3 -0.140
C -10.277 3.850 -2.025 -0.3 -0.4 -0.6 -0.194
C 1.882 -0.033 0.717 -0.3 1.2 -0.5 -0.317
C 6.841 -0.346 -2.229 -1.1 0.1 0.2 -0.526
H -4.280 3.450 -1.578 -0.1 0.0 0.1 0.088
H 12.182 0.231 -2.812 0.0 -0.1 0.0 0.091
H -8.800 -5.151 0.011 -0.1 0.0 -0.1 0.077
H 7.226 3.408 -5.432 0.0 0.1 -0.1 0.076
H -11.264 4.218 -2.302 0.1 0.1 0.3 0.126
H -8.774 -3.867 -1.203 0.1 0.0 -0.1 0.081
H -0.426 -0.769 2.087 0.2 0.9 -0.2 0.085
H -9.567 4.253 -2.750 0.1 0.0 0.2 0.127
H -4.130 2.156 -2.772 0.1 0.0 0.1 0.073
H 6.205 -0.694 3.152 0.2 0.1 -0.1 0.052
H 2.503 -0.889 -1.919 0.1 0.2 -0.3 0.057
H -10.557 1.950 -3.006 0.0 0.1 0.0 0.085
H -7.261 -4.506 -0.526 0.0 0.1 -0.1 0.077
H 6.623 -1.266 1.685 0.1 0.1 0.3 0.058
H 1.407 -1.875 1.772 0.7 0.2 -0.6 0.093
H 3.891 -2.894 1.052 -0.3 0.8 0.2 0.126
H -5.823 2.065 -0.226 -0.2 -0.2 -0.1 0.115
H 3.721 -1.401 3.757 -0.3 -0.5 -0.5 0.066
H -1.480 -0.147 3.957 0.2 0.6 -0.3 0.128
H 4.206 -1.790 7.424 -0.5 -0.2 -0.7 0.095
H -5.679 2.949 -2.553 0.0 0.1 0.2 0.075
H -5.639 2.260 5.381 -0.1 0.0 0.3 0.125
H -3.781 -3.766 -4.140 0.1 -0.1 0.1 0.068
H -1.875 -5.229 -3.471 -0.1 -0.2 -0.2 0.126
H 5.585 3.169 0.908 -0.8 -0.6 -0.2 0.141
H 3.884 0.126 -0.129 -0.4 0.6 0.5 0.153
H -4.302 1.211 -0.426 0.0 -0.2 -0.2 0.127
H 6.942 1.510 1.637 -0.7 -0.2 -0.1 0.115
H -2.422 -2.812 -3.510 0.0 -0.1 0.0 0.074
H -9.198 -6.090 -2.310 0.1 -0.2 0.2 0.128
H 7.051 6.388 -4.758 0.2 0.0 0.3 0.126
H 6.069 4.134 -4.330 -0.1 0.1 -0.1 0.076
H 8.258 5.691 -5.825 0.1 -0.2 0.1 0.127
H 6.027 4.545 -6.059 0.0 0.1 0.0 0.085
H -7.676 -5.384 -2.825 0.2 -0.3 0.1 0.125
H 1.729 -2.148 5.115 0.2 -0.6 -0.2 0.099
H 5.940 0.419 0.574 0.3 0.7 1.4 0.076
H 5.161 2.264 -0.572 -0.5 0.4 0.3 0.124
H -3.564 1.094 6.128 -0.1 0.0 -0.1 0.087
H 4.352 0.356 2.803 -0.1 0.6 -0.6 0.079
H 11.118 0.715 -1.473 0.1 -0.1 0.0 0.089
H -9.302 1.932 -1.761 0.0 0.1 -0.1 0.071
H -10.989 1.956 -1.282 -0.1 0.1 -0.1 0.086
H 10.648 1.044 -3.128 0.1 -0.2 -0.1 0.057
H 10.973 -1.740 -1.910 -0.3 0.0 0.1 0.126
H 1.745 -3.913 5.538 0.1 0.5 -0.6 0.128
H 1.946 0.956 3.870 -0.2 -0.3 0.1 0.092
H -0.940 0.728 1.266 0.1 -0.2 0.9 0.102
H 1.993 -2.162 0.142 0.0 0.6 0.6 0.087
H 3.909 -0.854 5.940 -0.4 -0.7 0.2 0.084
H 2.524 -1.427 6.949 0.5 -0.4 -0.3 0.090
H -0.124 1.422 -2.064 0.0 0.0 0.0 0.090
H -2.741 2.636 6.285 -0.1 0.1 -0.1 0.082
H -0.816 -4.414 -4.609 -0.1 0.0 -0.2 0.127
H 4.750 -2.731 3.199 -0.7 0.5 0.1 0.114
H 1.366 -0.603 3.566 0.0 0.3 0.1 0.079
H -4.865 3.824 5.579 0.1 0.0 0.2 0.129
H 4.444 -1.240 1.331 -0.8 -0.2 -0.1 0.068
H 10.450 -1.443 -3.558 -0.2 0.1 0.0 0.129
H 4.964 2.015 2.994 -0.2 -0.6 -0.6 0.141
H -0.274 1.166 4.250 -0.3 -0.2 -0.6 0.107
H 3.298 -4.368 3.613 -0.5 0.6 -0.1 0.121
H 2.241 2.353 -0.752 -0.1 -0.1 0.0 0.088
H -2.741 -2.893 -5.246 0.1 0.0 0.1 0.081
H 1.869 -3.593 2.887 0.3 0.4 0.5 0.110
H -3.263 2.092 4.684 -0.3 0.1 0.5 0.060
```
Forces are in eV/Å.

No. 3
Formula: C4H4N2O2
Source: the Open Molecules 2025 dataset
Level of theory: wB97M-V/def2-TZVPD

## Properties
Multiplicity   1
Energy above the lowest of the compared OMol25 structures with the same formula, charge and spin   56.5 kcal/mol
SMILES   O=C(O)c1c[nH]cn1
Lowest unoccupied orbital energy   0.30 eV
Orbital gap   9.70 eV

The geometry in XYZ format:
```
12
Properties=species:S:1:pos:R:3:forces:R:3:lowdin_charge:R:1
O 0.382 -2.755 -0.300 2.0 2.5 0.3 0.063
O 2.101 -1.661 0.596 0.2 -2.6 -0.3 0.185
N -1.156 1.299 -0.380 -4.2 3.3 -4.8 0.030
N 0.217 0.499 1.035 5.7 -7.3 0.5 0.126
C 0.949 -1.677 -0.002 -4.5 -3.5 -1.3 -0.476
C 0.135 -0.450 -0.128 0.8 3.9 3.1 -0.093
C -0.444 1.448 0.750 -6.4 6.6 0.4 -0.326
C -0.727 0.189 -0.973 2.0 -2.6 2.0 -0.082
H -0.930 -0.343 -1.803 -1.6 -0.6 -3.2 0.098
H 2.366 -0.801 0.744 1.0 3.2 0.8 0.074
H -0.928 2.250 1.347 1.4 -0.3 0.3 0.139
H -1.966 2.004 -0.886 3.5 -2.7 2.3 0.261
```
Forces are in eV/Å.